[1]
This record from OMol25 describes a cluster of 5 separate species, C22H45B2FN6O4P in total in a non-equilibrium geometry. The level of theory is the ωB97M-V functional and the def2-TZVPD basis.

```
81
Properties=species:S:1:pos:R:3:lowdin_charge:R:1
C -1.890 -3.471 4.228 -0.032
B -2.006 -4.292 2.850 -0.465
O -1.970 -5.720 2.857 0.079
P -2.157 -3.442 1.098 1.161
C -0.443 -2.993 0.411 -0.228
C 0.587 -2.595 1.557 -0.155
C 1.503 -1.388 1.033 -0.180
F 2.831 -1.803 0.799 -0.062
O -2.838 -4.490 -0.071 -0.248
N -4.217 -4.604 0.072 -0.047
O -4.491 -5.552 0.709 0.140
B -3.140 -1.801 1.360 -0.566
O -2.404 -0.582 1.085 0.068
N -4.524 -1.691 1.843 -0.131
C -4.749 -0.418 2.596 -0.094
C -5.520 -1.658 0.714 -0.077
H -0.900 -3.617 4.762 0.096
H -2.688 -3.791 4.974 0.106
H -1.988 -2.343 4.087 0.069
H -1.268 -5.940 3.498 0.119
H -0.104 -3.930 -0.133 0.116
H -0.636 -2.163 -0.342 0.101
H 0.081 -2.246 2.500 0.100
H 1.288 -3.467 1.718 0.135
H 1.029 -0.861 0.136 0.095
H 1.540 -0.630 1.871 0.098
H -1.782 -0.479 1.835 0.111
H -4.542 0.509 1.968 0.111
H -5.837 -0.319 2.910 0.107
H -4.154 -0.359 3.556 0.100
H -5.875 -2.687 0.404 0.081
H -6.462 -1.088 0.989 0.108
H -5.086 -1.165 -0.209 0.107
C 4.027 1.071 5.944 -0.110
C 4.315 1.319 4.467 -0.260
C 3.330 2.299 3.824 -0.169
C 1.939 1.759 3.912 -0.221
N 0.858 1.336 3.981 0.132
H 3.046 0.613 6.093 0.067
H 4.770 0.391 6.367 0.075
H 4.060 2.005 6.512 0.080
H 4.286 0.364 3.935 0.109
H 5.328 1.715 4.363 0.114
H 3.584 2.454 2.773 0.085
H 3.367 3.268 4.327 0.127
C 0.005 3.709 -1.281 -0.100
C 0.063 2.369 -0.555 -0.272
C 0.882 2.422 0.736 -0.193
C 2.293 2.808 0.433 -0.218
N 3.391 3.106 0.198 0.150
H 0.997 4.038 -1.599 0.068
H -0.612 3.628 -2.178 0.069
H -0.426 4.484 -0.641 0.082
H 0.486 1.619 -1.227 0.055
H -0.957 2.051 -0.316 0.106
H 0.878 1.445 1.220 0.060
H 0.455 3.147 1.433 0.119
C 1.526 5.457 -4.760 -0.113
C 0.781 4.355 -5.506 -0.272
C -0.441 4.873 -6.268 -0.185
C -1.413 5.488 -5.313 -0.225
N -2.166 5.965 -4.569 0.136
H 0.900 5.920 -3.994 0.067
H 2.404 5.047 -4.256 0.073
H 1.862 6.237 -5.448 0.078
H 0.472 3.588 -4.789 0.100
H 1.466 3.878 -6.212 0.108
H -0.933 4.052 -6.795 0.113
H -0.145 5.620 -7.007 0.118
C 0.479 -3.489 -4.361 -0.111
C 1.918 -2.991 -4.442 -0.260
C 2.438 -2.449 -3.108 -0.171
C 1.602 -1.292 -2.665 -0.182
N 0.944 -0.379 -2.335 0.163
H -0.212 -2.683 -4.103 0.067
H 0.162 -3.892 -5.324 0.077
H 0.380 -4.280 -3.612 0.072
H 1.982 -2.212 -5.207 0.117
H 2.562 -3.812 -4.766 0.114
H 3.473 -2.117 -3.212 0.123
H 2.407 -3.225 -2.339 0.114
```

As for the total charge: +1. The total energy is -1985.37309 a.u. For the LUMO energy, the calculation gives -0.1689 Eh.



[2]
This record from OMol25 describes a cluster of 5 separate species, C22H45BrCl3FN2O11PS2 in total in a non-equilibrium geometry. The level of theory is the ωB97M-V functional and the def2-TZVPD basis.

```
88
Properties=species:S:1:pos:R:3:lowdin_charge:R:1
C -6.439 0.137 1.785 -0.130
C -5.995 1.105 0.586 -0.282
C -6.075 0.480 -0.884 -0.572
Br -6.564 2.066 -2.049 0.691
C -4.718 -0.171 -1.468 -0.698
S -4.453 0.606 -3.170 0.745
O -3.553 0.304 -0.776 -0.166
C -3.054 -0.545 0.258 -0.095
C -2.412 -1.971 -0.241 -0.318
C -2.617 -2.928 1.013 -0.493
Cl -3.501 -4.548 1.038 0.602
C -2.085 -2.645 2.314 -0.580
C -1.191 -1.399 2.694 -0.103
Cl -2.363 -3.771 3.742 0.615
N -1.029 -1.736 -0.579 0.047
C 0.064 -2.537 -0.127 -0.359
C 1.430 -1.740 0.251 0.014
O 0.188 -3.765 0.050 0.071
C -0.615 -0.538 -1.289 -0.340
C -0.240 0.906 -0.729 0.011
O -0.507 -0.652 -2.545 0.085
N -3.226 -2.295 -1.482 -0.154
P -3.003 -3.905 -2.278 0.992
O -1.903 -4.945 -1.596 -0.245
O -2.337 -3.654 -3.861 -0.226
C -4.657 -1.781 -1.488 -0.655
Cl -5.733 -2.484 -0.166 0.788
S -5.634 -2.418 -2.988 0.709
O -4.953 -2.315 -4.293 -0.305
O -6.931 -1.640 -3.067 -0.297
F -6.145 -4.009 -2.741 -0.221
H -7.112 -0.728 1.486 0.056
H -6.953 0.798 2.575 0.094
H -5.525 -0.306 2.335 0.068
H -6.753 1.972 0.596 0.091
H -5.003 1.575 0.872 0.118
H -7.005 -0.169 -0.943 0.090
H -5.446 0.191 -4.035 -0.064
H -2.298 0.091 0.834 0.139
H -3.903 -0.730 1.018 0.121
H -1.869 -0.655 3.259 0.117
H -0.718 -0.826 1.844 0.048
H -0.418 -1.738 3.470 0.089
H 2.104 -2.374 0.930 0.118
H 1.228 -0.781 0.821 0.047
H 2.057 -1.536 -0.689 0.099
H -0.348 0.999 0.411 0.086
H -1.034 1.624 -1.157 0.114
H 0.760 1.270 -1.120 0.114
H -2.824 -1.651 -2.226 0.135
H -1.008 -4.750 -1.986 0.092
H -2.413 -2.707 -4.116 0.060
C 6.382 -1.984 -1.944 -0.088
C 5.299 -2.068 -0.888 -0.330
O 5.081 -0.786 -0.309 -0.103
H 7.314 -1.617 -1.509 0.080
H 6.564 -2.962 -2.396 0.075
H 6.100 -1.280 -2.733 0.073
H 5.593 -2.755 -0.092 0.114
H 4.357 -2.423 -1.320 0.094
H 4.813 -0.187 -1.019 0.059
C 3.030 0.940 4.322 -0.080
C 1.772 1.117 3.496 -0.292
O 1.448 -0.100 2.823 -0.136
H 3.867 0.642 3.686 0.082
H 3.291 1.867 4.837 0.080
H 2.897 0.149 5.066 0.076
H 1.916 1.892 2.740 0.106
H 0.926 1.405 4.129 0.112
H 1.314 -0.777 3.497 0.070
C 6.838 3.783 -0.443 -0.089
C 7.067 2.321 -0.770 -0.310
O 6.016 1.831 -1.597 -0.101
H 5.880 3.917 0.067 0.062
H 7.635 4.169 0.197 0.079
H 6.800 4.383 -1.357 0.075
H 7.083 1.723 0.143 0.116
H 8.019 2.181 -1.291 0.113
H 6.012 2.357 -2.407 0.087
C 2.859 5.689 0.989 -0.090
C 2.407 4.614 0.021 -0.317
O 1.345 3.852 0.589 -0.105
H 3.194 5.242 1.929 0.077
H 3.677 6.276 0.566 0.078
H 2.033 6.362 1.233 0.075
H 3.229 3.931 -0.204 0.102
H 2.059 5.056 -0.918 0.110
H 0.618 4.460 0.777 0.083
```

As for the total charge: +1. The total energy is -6994.05626 a.u. For the LUMO energy, the calculation gives -0.1473 Eh.



[3]
This record from OMol25 describes a cluster of 3 separate species, C22H45ClN3O4S2 in total in a non-equilibrium geometry. The level of theory is the ωB97M-V functional and the def2-TZVPD basis.

```
77
Properties=species:S:1:pos:R:3:lowdin_charge:R:1
C 0.656 6.090 -0.149 -0.099
C -0.441 5.181 -1.020 -0.251
N -1.766 5.297 -0.286 -0.236
C -2.904 5.698 -1.200 -0.257
C -2.692 7.186 -1.916 -0.102
C -1.980 3.920 0.333 -0.931
S -1.461 3.770 1.981 0.639
S -2.719 2.445 -0.599 0.784
C -3.049 1.006 0.563 -0.478
C -2.601 -0.462 -0.060 -0.227
C -1.833 -1.423 1.026 -0.108
C -0.417 -2.065 0.504 -0.024
N -0.239 -3.553 0.849 0.082
C 1.127 -3.911 0.305 -0.416
Cl 1.945 -5.603 0.439 0.605
C 1.771 -2.554 -0.404 -0.081
O 3.124 -2.509 -1.025 0.000
N 0.746 -1.413 -0.252 0.012
C 0.869 0.028 -0.694 -0.119
C 0.486 0.317 -2.260 -0.139
C -0.119 -0.964 -3.082 -0.218
O 0.274 -0.754 -4.516 -0.146
H 1.601 6.395 -0.798 0.086
H 0.110 7.055 0.286 0.093
H 0.970 5.446 0.783 0.062
H -0.488 5.491 -2.153 0.129
H -0.072 4.065 -0.985 0.102
H -3.083 4.927 -2.064 0.099
H -3.911 5.753 -0.583 0.134
H -1.599 7.615 -1.762 0.081
H -2.790 7.012 -3.092 0.086
H -3.522 7.963 -1.621 0.083
H -4.213 0.958 0.773 0.103
H -2.522 1.108 1.604 0.052
H -3.622 -0.987 -0.386 0.134
H -1.974 -0.330 -1.042 0.071
H -1.700 -0.860 2.069 0.144
H -2.560 -2.337 1.259 0.134
H -0.924 -4.196 1.347 0.181
H 3.267 -3.416 -1.444 0.134
H 0.232 0.677 0.064 0.147
H 2.002 0.351 -0.527 0.161
H -0.367 1.151 -2.267 0.107
H 1.454 0.684 -2.818 0.136
H 0.327 -2.006 -2.789 0.126
H -1.303 -0.928 -3.076 0.128
H -0.238 0.057 -4.856 0.120
C -0.155 -10.767 -3.514 -0.079
C -1.034 -9.816 -2.716 -0.276
O -0.484 -9.463 -1.449 -0.162
C 0.781 -8.804 -1.468 -0.280
C 0.765 -7.489 -2.229 -0.115
H 0.032 -11.685 -2.944 0.087
H -0.640 -11.032 -4.459 0.081
H 0.815 -10.325 -3.750 0.064
H -1.991 -10.308 -2.516 0.121
H -1.265 -8.916 -3.292 0.103
H 1.551 -9.478 -1.858 0.110
H 1.046 -8.605 -0.423 0.105
H 0.513 -7.628 -3.282 0.069
H 1.748 -7.009 -2.179 0.052
H 0.021 -6.809 -1.801 0.067
C 0.790 5.540 5.622 -0.074
C 1.049 4.357 4.704 -0.290
O 1.999 4.633 3.677 -0.182
C 3.306 5.008 4.105 -0.276
C 3.993 3.949 4.950 -0.083
H 0.442 6.405 5.044 0.086
H 0.030 5.285 6.368 0.080
H 1.691 5.847 6.157 0.067
H 0.114 4.091 4.203 0.047
H 1.355 3.475 5.274 0.105
H 3.269 5.969 4.629 0.108
H 3.898 5.175 3.198 0.119
H 3.448 3.746 5.875 0.066
H 5.003 4.272 5.218 0.080
H 4.062 3.005 4.397 0.080
```

As for the total charge: +1. The total energy is -2586.34483 a.u. For the LUMO energy, the calculation gives -0.1471 Eh.